A 6-piece molecular cluster, C10H34BO10 overall. Source: the OMol25 dataset; level of theory: ωB97M-V/def2-TZVPD.

Calculated values
HOMO level = -0.2580 Eh
E = -32070.286 eV
frontier orbital gap = 9.8 eV
ΔE to the lowest compared entry with this formula, charge and spin = 1.2010 eV
total charge = -1
multiplicity = 1

Last column: natural (NBO) charge in e.
CARTESIAN COORDINATES (ANGSTROEM)
H 3.506 -1.931 -0.197  0.167
H -0.443 -0.860 -0.155  -0.042
O -2.833 -0.985 0.640  -0.778
H -0.846 3.760 -1.873  0.172
H -1.925 -0.753 0.346  0.525
C -2.811 -2.279 2.599  -0.084
O -0.343 2.996 1.185  -0.770
B -0.025 0.159 0.178  -0.772
O -4.044 -1.844 3.149  -0.724
C 3.669 -0.160 1.088  -0.098
H -0.696 0.971 2.945  0.171
H 2.117 0.503 0.088  0.515
H -0.321 2.075 -2.070  0.200
H -4.243 -1.018 2.686  0.472
O 0.927 2.080 3.511  -0.721
H -0.905 1.859 4.357  0.170
H 0.745 2.403 -4.037  0.154
H 1.203 3.734 -3.231  0.189
O 3.098 0.606 0.049  -0.750
O -1.903 2.560 -3.290  -0.764
H 0.737 -0.689 -1.627  0.510
O 1.225 -1.074 -2.380  -0.763
H 4.749 0.020 1.149  0.168
H 4.397 -2.310 1.202  0.165
C -0.723 2.945 -2.588  -0.089
H 2.269 -3.958 -1.178  0.477
O 2.376 -2.265 1.463  -0.759
H 0.492 0.770 -0.646  -0.010
H 3.413 0.129 2.115  0.163
H 0.644 -2.433 -3.824  0.185
H -2.159 2.805 2.208  0.158
C 0.374 -2.154 -2.807  -0.099
H -1.994 -1.728 3.075  0.167
H -3.485 -2.919 0.605  0.169
H -0.280 -4.059 -1.888  0.156
H -1.051 4.010 2.754  0.168
H -1.163 3.505 -4.876  0.483
O 1.712 -4.050 -1.953  -0.744
C -1.093 2.982 2.387  -0.090
O -0.315 3.960 -4.795  -0.732
H 1.256 1.694 2.689  0.480
C 0.498 -3.289 -1.811  -0.094
H 1.588 -1.721 1.352  0.494
H 0.356 -2.980 -0.775  0.183
H -2.742 2.756 -2.875  0.484
H -2.669 -3.307 2.958  0.160
C 0.287 3.334 -3.671  -0.099
H -1.844 -2.936 0.790  0.180
C -0.478 1.965 3.355  -0.103
H -0.449 2.126 0.736  0.510
H -0.620 -1.699 -2.734  0.173
H 0.810 0.015 0.951  -0.051
C 3.536 -1.720 0.880  -0.091
C -2.703 -2.332 1.104  -0.111
H -0.877 0.728 0.686  -0.028